[1]
The following is a DFT calculation (the ωB97M-V functional and the def2-TZVPD basis) of C38H33Cl2HgN3O7P as an isolated structure.

```
! RIJCOSX wB97M-V def2-TZVPD def2/J DEFGRID3
* xyz 0 2
Hg 0.13593 -0.10483 1.13682
O -1.71086 2.72836 7.47238
C -0.35872 2.73218 7.05080
C -0.23146 2.10568 5.69223
C 1.05463 2.00374 5.11215
C 1.15362 1.43860 3.86766
N 0.10065 0.98708 3.17912
C -1.14979 1.05086 3.72374
C -1.31370 1.63299 5.01033
C -2.23491 0.52070 2.96287
C -3.58165 0.55570 3.41399
C -4.59310 0.03494 2.66314
C -6.02650 0.08263 3.12353
O -6.18196 0.20693 4.52546
C -4.28004 -0.54785 1.40535
C -2.97620 -0.55724 0.99811
N -1.96946 -0.04666 1.73093
H -1.76387 3.13833 8.33878
H 0.27122 2.17588 7.75548
H 0.03256 3.75557 6.99806
H 1.93782 2.35584 5.62870
H 2.11613 1.32795 3.37832
H -2.28805 1.70490 5.46616
H -3.81898 1.01001 4.36479
H -6.55313 -0.80139 2.74434
H -6.52326 0.95681 2.69621
H -5.66393 -0.48765 4.94592
H -5.04700 -0.98824 0.78200
H -2.67675 -0.99049 0.05299
O 1.39798 1.34009 -0.23811
C 2.61280 1.31811 -0.41095
C 3.58160 0.37226 0.09136
C 4.89386 0.58847 -0.34329
C 5.89991 -0.27613 -0.00785
C 5.63840 -1.39777 0.79961
C 4.37221 -1.63082 1.24266
C 3.27463 -0.77478 0.90918
O 2.11646 -1.08633 1.33754
N 7.24389 -0.04065 -0.50334
O 7.43381 0.93239 -1.21406
O 8.11845 -0.82118 -0.17085
H 3.04824 2.11155 -1.04266
H 5.11769 1.44058 -0.97251
H 6.45296 -2.06061 1.05465
H 4.14961 -2.48800 1.86410
O -0.69151 -0.87631 -1.10983
P -0.53664 -0.43818 -2.53262
C 1.19816 -0.34892 -3.01958
C 2.04312 -1.32005 -2.48476
C 3.38963 -1.32876 -2.81372
C 3.90033 -0.35816 -3.66586
C 3.06329 0.61970 -4.18870
C 1.71199 0.62484 -3.86968
C -1.33036 -1.57354 -3.68694
C -0.61918 -2.26807 -4.66095
C -1.28095 -3.15014 -5.50557
C -2.64778 -3.34024 -5.37695
C -3.36216 -2.64999 -4.40480
C -2.70628 -1.76869 -3.56279
C -1.31927 1.15549 -2.85663
C -1.67372 1.95581 -1.77485
C -2.29070 3.17989 -1.98968
C -2.55485 3.60665 -3.28258
C -2.21524 2.80563 -4.36638
C -1.60721 1.57937 -4.15332
H 1.64219 -2.05324 -1.79386
H 4.04396 -2.07878 -2.38700
H 4.95514 -0.35457 -3.90969
H 3.46367 1.38292 -4.84325
H 1.06859 1.39615 -4.27373
H 0.44837 -2.12062 -4.76239
H -0.72580 -3.68948 -6.26186
H -3.16227 -4.02696 -6.03673
H -4.42905 -2.80053 -4.30525
H -3.26091 -1.22750 -2.80430
H -1.47840 1.61671 -0.76611
H -2.56740 3.79595 -1.14426
H -3.03720 4.56127 -3.44900
H -2.43661 3.13159 -5.37416
H -1.36683 0.94297 -4.99802
Cl -0.39853 -3.16409 1.83530
C 1.10797 -4.07380 1.67781
Cl 1.61054 -4.27513 -0.00701
H 0.95736 -5.05875 2.10164
H 1.88278 -3.51893 2.19220
*
```

Calculated values
Total energy = -97250.8706 eV
Energy relative to the best compared isomer or geometry (same formula, charge and spin) = 0.0 kcal per mole


[2]
The following is a DFT calculation (the ωB97M-V functional and the def2-TZVPD basis) of a 5-piece molecular cluster, C38H33F18NO3 overall.

```
! RIJCOSX wB97M-V def2-TZVPD def2/J DEFGRID3
* xyz 0 1
C 1.22947 -3.99996 1.29658
C 2.54079 -3.24027 1.91094
C 2.89724 -2.02254 0.89298
N 3.85893 -1.03359 1.45731
C 3.43686 0.37126 1.30773
C 4.07476 1.15396 0.05840
F 5.45642 0.80955 -0.16711
F 4.10561 2.56771 0.35314
C 3.33217 0.95620 -1.34831
F 4.28132 0.53199 -2.33788
F 2.83785 2.21031 -1.82617
F 2.26366 0.04080 -1.34714
O 4.18572 0.99686 2.42304
C 3.46250 1.78546 3.35810
O 3.99300 2.57352 4.16072
O 2.10154 1.40086 3.17780
C 1.96299 0.80559 1.83661
C 1.15946 1.95107 1.05850
C -0.37960 1.87180 1.60007
C -1.13124 0.52083 1.12077
F -0.38782 -0.18552 0.09729
F -1.27078 -0.27652 2.31860
C -2.57516 0.86119 0.44585
F -3.23759 1.82854 1.24055
F -2.26731 1.50387 -0.80747
C -3.46276 -0.42885 0.07824
F -3.71121 -0.43543 -1.34978
F -2.85508 -1.67278 0.36941
C -4.92150 -0.44737 0.76179
F -4.87766 -0.31304 2.16414
F -5.73757 0.49908 0.10992
F -5.49463 -1.73203 0.49321
H 0.42297 -4.15377 2.11179
H 1.50402 -5.00474 0.81191
H 0.71451 -3.38352 0.47291
H 3.41549 -3.96827 2.01480
H 2.18465 -2.83448 2.93420
H 3.39761 -2.48235 -0.04696
H 1.89767 -1.60168 0.54514
H 4.83282 -1.19390 1.17293
H 1.33955 -0.13174 2.10207
H 1.52734 3.01244 1.28708
H 1.08904 1.81920 -0.07178
H -0.38895 1.88640 2.75594
H -0.92869 2.82556 1.27573
F -7.60942 -0.84287 -6.68803
C -7.27383 -0.91518 -5.39037
C -6.13457 -0.26346 -4.94451
C -5.78906 -0.33387 -3.59856
C -6.58163 -1.06470 -2.71651
C -7.72078 -1.71917 -3.17667
C -8.07256 -1.63977 -4.52008
H -5.52593 0.29330 -5.64760
H -4.90413 0.17850 -3.23834
H -6.30997 -1.12348 -1.66889
H -8.33458 -2.29127 -2.48886
H -8.96068 -2.13568 -4.89396
F -1.48372 0.67201 4.93218
C -2.56869 0.36092 5.66027
C -3.83040 0.59677 5.13682
C -4.95428 0.27021 5.88872
C -4.80331 -0.27875 7.15995
C -3.53118 -0.50662 7.67739
C -2.40698 -0.19031 6.92149
H -3.92809 1.03231 4.14917
H -5.94630 0.44366 5.48544
H -5.68062 -0.52926 7.74783
H -3.41528 -0.93040 8.66929
H -1.40920 -0.36901 7.30488
F 10.96338 3.80005 -2.47650
C 9.67344 3.54119 -2.21088
C 8.97143 4.38161 -1.36084
C 7.63295 4.11603 -1.08958
C 7.01528 3.00719 -1.66302
C 7.73134 2.16744 -2.51107
C 9.06672 2.43847 -2.79155
H 9.47135 5.23493 -0.91748
H 7.07198 4.77141 -0.43185
H 5.97352 2.79878 -1.44761
H 7.24945 1.30179 -2.95357
H 9.63719 1.80054 -3.45646
F -3.15720 -3.09498 -3.77791
C -1.96622 -2.48056 -3.83592
C -1.45738 -1.87232 -2.69902
C -0.22463 -1.23999 -2.75787
C 0.48918 -1.21190 -3.95343
C -0.03113 -1.82249 -5.09137
C -1.26418 -2.46543 -5.03172
H -2.02439 -1.89487 -1.77871
H 0.18150 -0.76959 -1.87209
H 1.45215 -0.71252 -3.99718
H 0.52245 -1.79715 -6.02409
H -1.68137 -2.95320 -5.90493
*
```

Calculated values
Total energy = -96484.2863 eV
SMILES = CCCN[C@]1(C(F)(F)C(F)(F)F)OC(=O)O[C@H]1CCC(F)(F)C(F)(F)C(F)(F)C(F)(F)F.Fc1ccccc1.Fc1ccccc1.Fc1ccccc1.Fc1ccccc1


[3]
The following is a DFT calculation (the ωB97M-V functional and the def2-TZVPD basis) of a 2-piece molecular cluster, C38H33F6N4 overall.

```
! RIJCOSX wB97M-V def2-TZVPD def2/J DEFGRID3
* xyz 1 1
C 4.23341 -1.06613 5.89952
C 4.21858 0.22153 6.45676
C 3.87353 1.32496 5.67332
C 3.53168 1.12444 4.32240
C 3.18262 2.23622 3.42616
N 2.62899 2.09994 2.23805
C 2.49021 3.45748 1.66466
C 2.98799 4.44142 2.72775
N 3.44534 3.53286 3.75762
C 3.53704 -0.16219 3.76639
C 3.88967 -1.26281 4.55012
H 4.51373 -1.92307 6.51467
H 4.48036 0.36802 7.50539
H 3.86747 2.32510 6.10610
H 3.09732 3.53433 0.75340
H 1.44067 3.65996 1.41916
H 3.80426 5.06767 2.35887
H 2.18424 5.07776 3.10998
H 3.71439 3.84080 4.68284
H 3.27930 -0.27213 2.71089
H 3.90082 -2.26189 4.10905
F 2.10252 -6.45749 -4.06080
C 2.58487 -5.36695 -3.40529
F 2.08532 -5.38952 -2.12347
F 3.95038 -5.51913 -3.29782
C 2.26289 -4.05216 -4.05293
N 2.68875 -2.96343 -3.15962
C 3.86568 -2.25728 -3.50881
C 3.79048 -1.12918 -4.34332
C 4.96266 -0.52511 -4.78643
C 6.20754 -1.05364 -4.42205
C 6.28240 -2.17108 -3.58461
C 5.11280 -2.75893 -3.11073
C 1.85328 -2.48190 -2.17804
C 2.42430 -1.97132 -0.98632
C 1.61530 -1.51864 0.02839
C 0.20259 -1.42908 -0.13789
C -0.56137 -0.85801 0.90270
C -1.86519 -0.33048 0.77653
C -2.70825 -0.24107 1.92358
C -3.98676 0.26138 1.84099
C -4.46926 0.75855 0.60815
N -5.75548 1.22377 0.48542
C -6.84392 0.67315 1.30117
C -7.37039 -0.56935 0.64468
F -8.18546 -1.32060 1.43311
F -8.07678 -0.23823 -0.49161
F -6.32797 -1.37146 0.23970
C -6.06868 2.28531 -0.39589
C -6.50534 1.99062 -1.69384
C -6.80451 3.02583 -2.57518
C -6.66172 4.35410 -2.15760
C -6.25289 4.64831 -0.85056
C -5.98646 3.61704 0.04418
C -3.61854 0.76640 -0.52133
C -2.36834 0.18905 -0.45252
C -0.35392 -1.95888 -1.34361
C 0.45151 -2.48610 -2.33405
H 2.84909 -3.97669 -4.97215
H 1.18383 -4.02177 -4.22866
H 2.80014 -0.76405 -4.62576
H 4.89903 0.35496 -5.42756
H 7.12673 -0.58685 -4.78388
H 7.24415 -2.59459 -3.29626
H 5.13318 -3.61323 -2.43835
H 3.51173 -1.97827 -0.88419
H 2.04807 -1.18381 0.97065
H -0.11354 -0.84730 1.89404
H -2.32500 -0.59400 2.88075
H -4.62433 0.33426 2.72353
H -6.49487 0.40090 2.30086
H -7.65054 1.41076 1.31619
H -6.58861 0.94431 -1.98348
H -7.13937 2.78157 -3.58309
H -6.86669 5.16358 -2.86196
H -6.14114 5.68311 -0.52185
H -5.68517 3.79809 1.07811
H -3.97855 1.20156 -1.45534
H -1.75220 0.15947 -1.34794
H -1.43167 -1.95523 -1.49439
H 0.02212 -2.85550 -3.26670
*
```

Calculated values
Total energy = -62201.2261 eV
Energy relative to the best compared isomer or geometry (same formula, charge and spin) = 17.7 kcal per mole


[4]
The following is a DFT calculation (the ωB97M-V functional and the def2-TZVPD basis) of C38H33N3O5SSb2Y as an isolated structure.

```
! RIJCOSX wB97M-V def2-TZVPD def2/J DEFGRID3
* xyz 1 1
Y -1.87804 0.41971 1.18277
O -0.51973 0.41538 7.43460
C -0.77079 0.37213 6.12060
C -0.32850 -0.66939 5.29929
C -0.65171 -0.61313 3.96276
N -1.35768 0.39415 3.45744
C -1.74857 1.41269 4.22616
C -1.49211 1.44156 5.57449
C -2.45266 2.50700 3.42972
O -3.11635 3.35331 3.98536
O -2.27813 2.37326 2.14517
C -0.20069 -1.61985 2.90944
O 0.44706 -2.59044 3.22363
O -0.56680 -1.27492 1.70745
H -0.00715 -0.35259 7.71504
H 0.25914 -1.49861 5.67279
H -1.82017 2.26828 6.18815
C 2.70378 -1.56433 0.60332
C 2.34761 -2.37269 -0.64293
C 1.11045 -3.25608 -0.40132
Sb -0.68481 -2.84207 -1.50748
C 0.26834 -2.60248 -3.41265
C 1.40165 -3.34437 -3.73521
C 1.97429 -3.24870 -4.99653
C 1.42007 -2.40903 -5.95058
C 0.29362 -1.66122 -5.63929
C -0.27936 -1.76211 -4.37926
C -0.96162 -0.68321 -1.31567
C -2.24260 -0.19649 -1.61361
C -2.55110 1.16508 -1.53205
C -1.57716 2.07571 -1.12903
C -0.29387 1.61422 -0.82875
C 0.00671 0.25413 -0.93438
Sb 4.20251 -0.01018 0.32120
C 2.87501 1.62092 0.79361
C 2.98493 2.85189 0.14815
C 2.19001 3.93278 0.51897
C 1.27898 3.80413 1.55770
C 1.17686 2.59148 2.22866
C 1.96383 1.51140 1.84709
C 4.03704 0.09392 -1.81492
C 4.95239 -0.67059 -2.53689
C 4.86426 -0.77292 -3.91910
C 3.85887 -0.10494 -4.60101
C 2.95064 0.67331 -3.89783
C 3.04252 0.77248 -2.51597
H 3.06751 -2.23196 1.38542
H 1.80723 -1.09039 1.00845
H 3.19905 -2.99874 -0.92329
H 2.19865 -1.71784 -1.50423
H 0.81958 -3.25929 0.65035
H 1.30568 -4.29887 -0.66709
H 1.85351 -4.00472 -3.00425
H 2.85516 -3.83208 -5.23226
H 1.86357 -2.33841 -6.93539
H -0.14475 -1.00505 -6.38064
H -1.16510 -1.17467 -4.16013
H -3.02307 -0.89236 -1.90221
H -3.54880 1.50856 -1.77500
H -1.81073 3.12786 -1.03410
H 0.47109 2.30955 -0.50404
H 1.00988 -0.06779 -0.69325
H 3.70122 2.97986 -0.65600
H 2.29546 4.87898 0.00327
H 0.66498 4.64395 1.85632
H 0.50219 2.49735 3.07014
H 1.87919 0.58132 2.40166
H 5.75070 -1.19471 -2.02122
H 5.58547 -1.36995 -4.46268
H 3.78565 -0.18521 -5.67754
H 2.16759 1.20310 -4.42652
H 2.33125 1.39455 -1.98840
S -3.76845 -1.80502 1.14421
C -4.84113 -0.54946 1.38174
N -6.17268 -0.72658 1.62928
C -7.00857 0.30042 1.90352
C -6.52823 1.57262 1.93706
C -5.16050 1.73835 1.66173
N -4.37242 0.72494 1.36731
H -6.51480 -1.67904 1.63355
H -8.03997 0.03999 2.09492
H -7.16410 2.41015 2.17292
H -4.68229 2.71200 1.69722
*
```

Calculated values
Total energy = -79602.3152 eV
Energy relative to the best compared isomer or geometry (same formula, charge and spin) = 0.0 kcal per mole


[5]
The following is a DFT calculation (the ωB97M-V functional and the def2-TZVPD basis) of C38H34AuCl3GeINO4P2 as an isolated structure.

```
! RIJCOSX wB97M-V def2-TZVPD def2/J DEFGRID3
* xyz 1 2
Au -0.33406 -1.93274 -1.07165
O -2.06884 -1.03134 -0.40877
P -2.46028 0.06281 0.55567
C -1.79502 1.72611 0.22462
P -0.10128 1.77263 -0.45234
O 0.68313 0.55109 -0.12873
C 0.60975 3.27084 0.22514
C 0.38052 4.52758 -0.33084
C 0.91739 5.65588 0.26890
C 1.68493 5.52680 1.41903
C 1.92201 4.27411 1.96967
C 1.38457 3.14178 1.37667
C -0.22493 2.04681 -2.23753
C 0.91616 1.78202 -2.93300
C 0.96816 1.88483 -4.33189
C -0.14066 2.37666 -5.05707
C -1.27899 2.71540 -4.40907
C -1.45103 2.47206 -2.96089
C -1.87660 -0.32210 2.20901
C -2.04710 0.55209 3.31798
C -1.66245 0.12051 4.60443
C -0.99093 -1.04531 4.78384
C -0.52241 -1.84780 3.61675
C -1.25853 -1.51977 2.35739
C -4.24017 0.21938 0.52044
C -4.97143 -0.73337 -0.18427
C -6.35600 -0.64787 -0.21155
C -7.00676 0.37973 0.46256
C -6.27808 1.33155 1.16494
C -4.89551 1.25430 1.19572
H -1.71676 2.22497 1.19455
H -2.50791 2.29251 -0.37534
H -0.19964 4.63148 -1.24153
H 0.74700 6.63228 -0.16453
H 2.10868 6.40763 1.88303
H 2.53455 4.17882 2.85622
H 1.57977 2.15685 1.78516
H 1.80330 1.47813 -2.39691
H 1.88396 1.63321 -4.85020
H -0.06436 2.51285 -6.12709
H -2.12668 3.12403 -4.94350
H -1.98158 3.29106 -2.47248
H -2.53159 1.51294 3.20761
H -1.92095 0.73232 5.45894
H -0.70607 -1.37904 5.77255
H -0.53562 -2.92111 3.81385
H -1.18675 -2.22030 1.53968
H -4.45735 -1.52947 -0.70683
H -6.92583 -1.38581 -0.76038
H -8.08694 0.44148 0.44145
H -6.78693 2.13134 1.68576
H -4.33791 2.00689 1.74158
C 0.33870 -5.16819 -0.81921
C 1.41223 -4.34569 -1.41953
C 2.72177 -4.73065 -1.78146
C 3.36599 -3.60331 -2.24931
C 2.44487 -2.53815 -2.16722
C 2.63517 -1.13419 -2.54250
N 1.26827 -3.01649 -1.66125
H 0.56987 -6.22779 -0.89836
H -0.61787 -4.96805 -1.30641
H 0.23648 -4.91119 0.24136
H 3.10646 -5.73413 -1.69595
H 4.36908 -3.51652 -2.63598
H 3.41515 -1.03656 -3.29876
H 2.90088 -0.51927 -1.66975
H 1.69509 -0.72623 -2.92624
I 7.31732 0.35624 1.37847
C 5.43871 -0.45533 1.76029
C 4.77619 -1.14965 0.75635
C 3.52788 -1.68782 1.01476
C 2.94031 -1.52543 2.26355
C 3.60803 -0.82650 3.26308
C 4.86446 -0.29786 3.01556
C 1.58447 -2.10135 2.46694
O 0.89732 -1.45889 3.43386
O 1.13431 -3.01960 1.82973
H 5.23707 -1.27339 -0.21433
H 2.99026 -2.23964 0.25226
H 3.14806 -0.69847 4.23374
H 5.39459 0.23201 3.79484
Cl -2.71332 1.11625 -2.84756
Ge -0.77288 -2.18339 -3.91982
Cl 0.79564 -3.25415 -5.04473
Cl -2.12050 -3.87432 -3.50316
*
```

Calculated values
Total energy = -174086.6612 eV
Energy relative to the best compared isomer or geometry (same formula, charge and spin) = 68.6 kcal per mole